# 1
Computed, not measured: a molecular structure, C50H41N7PZr, with ωB97M-V with the def2-TZVPD basis set.

```
100
Properties=species:S:1:pos:R:3:forces:R:3:lowdin_charge:R:1
Zr -0.249 -0.312 0.460 0.209 -0.176 -0.538 1.7822
C 3.371 -5.503 4.945 0.006 0.003 0.006 -0.0431
C 3.228 -4.221 5.459 0.010 -0.022 0.008 -0.0426
C 2.585 -3.243 4.719 -0.045 0.015 -0.040 -0.0316
C 2.064 -3.548 3.460 0.078 -0.052 0.044 -0.2229
C 2.198 -4.842 2.955 -0.003 0.030 -0.017 -0.0368
C 2.858 -5.811 3.692 0.014 -0.015 0.017 -0.0478
C 1.347 -2.517 2.671 -0.034 0.064 -0.044 -0.0388
C 2.038 -1.354 2.322 -0.061 -0.196 0.124 -0.2105
C 3.384 -1.040 2.674 -0.018 -0.138 0.017 0.0495
C 3.620 0.252 2.321 0.021 0.158 -0.046 0.0488
C 2.442 0.756 1.700 -0.004 0.156 -0.037 -0.2109
C 2.260 2.064 1.204 0.014 0.017 0.006 -0.0768
C 3.386 3.027 1.383 0.015 0.003 -0.001 -0.2319
C 4.577 2.863 0.680 -0.002 0.004 -0.001 -0.0567
C 5.619 3.762 0.844 0.012 -0.001 -0.001 -0.0558
C 5.480 4.830 1.719 0.001 0.006 -0.004 -0.0478
C 4.299 4.996 2.428 0.012 0.003 0.007 -0.0402
C 3.253 4.099 2.261 0.005 0.001 -0.006 -0.0244
C 1.115 2.532 0.564 0.092 -0.003 0.023 -0.2371
N -0.026 1.787 0.266 -0.102 -0.248 0.249 -0.0906
C -0.892 2.616 -0.455 -0.047 0.023 -0.014 -0.2250
C -2.164 2.284 -0.910 -0.036 -0.002 -0.012 -0.0752
C -2.919 3.315 -1.680 -0.003 -0.003 -0.007 -0.2335
C -3.350 4.482 -1.057 -0.013 -0.004 -0.021 -0.0289
C -4.065 5.430 -1.776 0.006 0.008 0.007 -0.0412
C -4.348 5.220 -3.117 -0.005 -0.003 -0.018 -0.0474
C -3.923 4.056 -3.743 -0.004 0.026 -0.007 -0.0529
C -3.215 3.104 -3.026 0.005 -0.018 0.033 -0.0491
C -2.840 1.070 -0.638 0.042 0.172 -0.023 -0.2142
C -4.199 0.795 -0.948 0.037 0.083 -0.077 0.0540
C -4.508 -0.419 -0.411 0.000 -0.077 0.020 0.0570
C -3.351 -0.912 0.254 -0.019 -0.153 0.058 -0.2052
N -2.313 0.003 0.063 0.310 0.060 0.428 -0.0802
C -3.277 -2.082 1.016 -0.001 0.054 -0.017 -0.0355
C -2.121 -2.556 1.672 -0.027 -0.052 -0.006 -0.2020
C -2.078 -3.665 2.550 -0.019 0.058 -0.055 0.0615
C -0.786 -3.803 2.987 0.045 0.042 -0.042 0.0605
C -0.019 -2.771 2.395 0.056 -0.035 0.128 -0.2082
N -0.846 -2.004 1.586 -0.029 0.222 0.022 -0.0876
C -4.522 -2.873 1.184 -0.027 -0.020 -0.004 -0.2237
C -4.589 -4.184 0.711 -0.006 0.008 -0.008 -0.0364
C -5.753 -4.919 0.866 -0.008 -0.011 0.005 -0.0472
C -6.847 -4.359 1.511 -0.007 0.007 0.000 -0.0435
C -6.782 -3.060 1.994 -0.012 -0.014 0.006 -0.0434
C -5.627 -2.313 1.825 0.026 -0.004 -0.002 -0.0307
C -0.250 3.889 -0.624 0.031 -0.069 -0.024 0.0392
C 0.952 3.844 0.005 -0.013 -0.051 -0.038 0.0359
N 1.489 -0.244 1.677 -0.490 0.144 -0.017 -0.0833
H 3.878 -6.263 5.523 0.001 -0.004 0.002 0.1202
H 3.613 -3.986 6.442 0.000 0.008 0.005 0.1197
H 2.454 -2.250 5.132 0.001 0.010 0.004 0.1279
H 1.797 -5.086 1.979 -0.010 0.001 -0.004 0.1220
H 2.972 -6.810 3.292 -0.004 -0.002 -0.009 0.1176
H 4.069 -1.717 3.156 -0.004 -0.020 0.013 0.1338
H 4.522 0.818 2.483 0.013 0.010 0.002 0.1324
H 4.699 2.015 0.011 -0.005 -0.008 0.000 0.1043
H 6.543 3.627 0.297 0.004 -0.001 -0.002 0.1145
H 6.294 5.529 1.854 0.005 0.004 0.000 0.1199
H 4.194 5.821 3.120 -0.005 0.005 0.005 0.1205
H 2.337 4.226 2.826 -0.011 -0.007 0.001 0.1300
H -3.144 4.642 -0.005 0.000 -0.004 0.012 0.1296
H -4.408 6.331 -1.285 0.001 0.002 0.006 0.1202
H -4.906 5.960 -3.675 -0.005 0.003 -0.001 0.1198
H -4.152 3.888 -4.787 0.001 -0.006 -0.004 0.1158
H -2.904 2.184 -3.511 -0.005 -0.007 -0.011 0.1071
H -4.856 1.452 -1.492 0.003 0.018 -0.008 0.1351
H -5.457 -0.926 -0.457 -0.008 -0.024 0.013 0.1360
H -2.929 -4.260 2.832 -0.009 -0.020 0.005 0.1369
H -0.410 -4.530 3.686 0.013 -0.017 0.007 0.1374
H -3.737 -4.622 0.205 0.014 0.003 -0.001 0.1233
H -5.807 -5.929 0.485 0.006 -0.004 -0.003 0.1177
H -7.752 -4.938 1.639 -0.005 -0.002 0.001 0.1200
H -7.630 -2.629 2.509 -0.003 0.006 0.001 0.1193
H -5.572 -1.305 2.217 0.002 0.011 0.000 0.1279
H -0.682 4.727 -1.147 -0.006 0.003 -0.012 0.1304
H 1.675 4.638 0.086 0.017 0.001 0.004 0.1323
C 1.424 1.381 -4.649 0.035 0.038 -0.011 -0.0797
N 2.600 1.133 -3.676 -0.010 -0.052 -0.033 -0.0518
C 3.311 -0.170 -4.114 0.021 0.042 -0.008 -0.0818
N 2.387 -1.245 -4.169 -0.035 -0.038 0.083 -0.1396
C 1.293 -0.950 -5.095 0.003 0.035 -0.011 -0.1210
N 0.564 0.253 -4.685 -0.025 -0.045 0.027 -0.1344
C -0.199 0.061 -3.457 -0.086 0.021 -0.112 -0.2723
P 0.938 -0.360 -2.061 -0.011 0.087 0.068 1.0064
C 2.124 1.050 -2.256 0.008 0.022 -0.042 -0.2234
C 1.926 -1.699 -2.857 0.108 -0.069 -0.206 -0.2690
H 1.875 1.556 -5.625 -0.005 0.014 0.012 0.1577
H 0.908 2.277 -4.306 0.010 0.001 -0.005 0.1536
H 3.259 1.911 -3.758 -0.001 0.002 0.016 0.1939
H 4.113 -0.355 -3.400 -0.002 0.009 -0.004 0.1531
H 3.728 0.033 -5.100 0.001 0.003 0.012 0.1577
H 0.609 -1.795 -5.136 0.003 -0.003 -0.006 0.1489
H 1.707 -0.790 -6.090 -0.010 -0.009 0.001 0.1529
H -0.924 -0.744 -3.599 0.015 0.000 0.024 0.1165
H -0.760 0.967 -3.208 0.027 -0.011 0.008 0.0863
H 2.991 0.934 -1.603 -0.032 -0.030 0.020 0.1049
H 1.628 1.989 -1.998 0.000 -0.015 0.010 0.0960
H 1.310 -2.592 -2.979 -0.005 0.014 0.018 0.1136
H 2.779 -1.975 -2.234 -0.024 0.028 0.031 0.1120
```
Positions in Å, forces in eV/Å.

multiplicity: 1
E_HOMO: -14.507 eV
lowest unoccupied orbital energy: -9.4 eV
net charge: +3

***

# 2
Computed, not measured: a molecular structure, C46H47FeN5O6P2S, with ωB97M-V with the def2-TZVPD basis set.

```
108
Properties=species:S:1:pos:R:3:forces:R:3:lowdin_charge:R:1
Fe -0.143 0.360 0.184 1.171 0.422 -0.434 0.7428
C 3.169 -0.207 0.618 -0.129 -0.126 0.033 -0.2425
P 2.296 1.117 -0.320 0.373 0.414 0.242 1.1034
C 3.193 2.604 0.332 -0.072 0.097 0.062 -0.3029
C 4.056 2.916 2.688 0.052 0.156 0.217 -0.2218
C 4.651 3.992 3.276 -0.021 -0.008 -0.051 -0.0451
C 5.032 5.115 2.444 0.004 0.025 0.012 -0.1130
C 4.307 5.497 1.379 -0.062 0.049 0.023 -0.0490
C 2.746 3.820 0.022 -0.039 0.010 0.002 -0.0603
C 2.965 1.145 -2.020 -0.058 -0.213 0.025 -0.3335
C 2.173 1.622 -3.060 -0.083 0.028 0.007 -0.0698
C 2.684 1.703 -4.347 0.046 -0.018 -0.008 -0.0756
C 3.984 1.296 -4.611 -0.043 0.007 0.016 -0.0990
C 4.772 0.806 -3.579 0.020 -0.001 0.004 -0.0904
C 4.265 0.734 -2.291 0.028 0.035 -0.035 -0.0898
C 2.215 -0.856 1.583 -0.053 0.165 -0.081 -0.3786
C 2.472 -1.767 2.579 -0.002 -0.051 0.059 -0.0720
C 1.220 -2.157 3.130 0.096 -0.031 0.033 -0.0589
C 0.254 -1.465 2.446 -0.213 0.078 -0.113 -0.3828
C -1.247 -1.482 2.510 0.218 -0.046 -0.012 -0.2609
P -1.587 0.356 2.602 -0.184 -0.625 -0.030 1.1332
C -3.330 0.787 2.236 0.066 -0.023 0.059 -0.3340
C -3.682 0.882 0.890 0.047 -0.033 -0.158 -0.1007
C -4.950 1.298 0.515 -0.030 -0.005 0.035 -0.0737
C -5.880 1.656 1.482 0.037 -0.011 0.022 -0.0968
C -5.521 1.615 2.822 -0.008 -0.001 -0.071 -0.0880
C -4.253 1.192 3.195 -0.072 -0.007 0.088 -0.0808
C -1.539 0.389 4.453 0.089 0.335 -0.074 -0.3179
C -0.686 1.218 5.171 0.007 -0.046 0.110 -0.0682
C -0.654 1.177 6.560 -0.035 -0.026 -0.030 -0.0756
C -1.494 0.324 7.254 -0.021 0.001 0.007 -0.0998
C -2.369 -0.494 6.551 0.000 -0.017 0.034 -0.0910
C -2.384 -0.463 5.167 0.039 -0.064 -0.039 -0.1261
N 0.858 -0.642 1.522 -0.177 0.005 -0.115 -0.0733
H 3.550 -0.943 -0.093 -0.024 0.012 0.006 0.0857
H 4.018 0.226 1.155 0.007 -0.029 -0.048 0.0785
H 2.985 2.412 4.457 0.013 -0.054 0.017 0.1246
H 4.670 4.097 4.356 -0.103 0.049 0.043 0.1053
H 5.887 5.727 2.715 0.071 -0.040 -0.032 0.0970
H 4.693 6.332 0.802 0.000 0.008 -0.032 0.0985
H 1.986 3.943 -0.743 -0.028 -0.027 0.027 0.0967
H 1.145 1.914 -2.882 -0.002 -0.024 0.032 0.0923
H 2.053 2.074 -5.144 -0.015 0.011 -0.024 0.1033
H 4.378 1.349 -5.617 0.008 0.007 -0.018 0.0943
H 5.785 0.478 -3.777 0.009 -0.009 -0.007 0.0970
H 4.893 0.352 -1.495 0.007 -0.018 0.024 0.0917
H 3.449 -2.126 2.861 0.039 -0.027 0.011 0.0917
H 1.045 -2.868 3.922 0.005 -0.001 0.028 0.0893
H -1.638 -1.931 1.598 0.226 0.180 0.267 0.0332
H -1.591 -2.038 3.380 -0.009 -0.057 -0.022 0.0758
H -2.955 0.655 0.116 -0.037 -0.017 0.080 0.0802
H -5.195 1.369 -0.537 -0.019 0.000 -0.017 0.1044
H -6.867 1.993 1.193 -0.021 0.014 -0.011 0.0944
H -6.223 1.928 3.584 -0.028 0.015 0.012 0.0965
H -3.980 1.208 4.242 -0.021 -0.017 -0.054 0.0965
H -0.061 1.922 4.652 0.068 0.062 -0.088 0.0737
H 0.025 1.828 7.096 0.017 0.013 0.011 0.1001
H -1.479 0.301 8.337 0.008 -0.014 0.018 0.0948
H -3.038 -1.161 7.079 -0.012 -0.001 0.013 0.0971
H -3.073 -1.109 4.634 0.001 0.007 0.008 0.1064
C 5.669 2.690 0.717 -0.001 -0.074 -0.011 -0.0376
C 4.300 2.626 1.317 0.057 -0.161 -0.284 -0.2252
C 2.924 5.032 0.922 -0.050 0.039 -0.035 -0.2509
C 1.857 4.853 2.013 -0.014 -0.210 0.060 0.0389
C 1.197 3.616 2.360 0.079 0.222 -0.154 -0.2648
C 1.646 2.437 2.812 -0.010 0.038 0.169 -0.0919
C 2.996 2.131 3.398 0.017 -0.089 0.030 -0.0955
S -0.546 3.555 1.845 0.103 -0.087 -0.113 0.5699
O -0.927 4.916 1.525 -0.043 -0.069 0.095 -0.3210
O -1.244 2.921 2.954 -0.097 0.224 -0.004 -0.3860
N -0.549 2.614 0.585 -0.133 0.031 -0.156 -0.2499
C -0.796 3.286 -0.687 -0.025 -0.101 0.162 -0.2000
C -1.132 2.263 -1.747 0.033 -0.212 0.002 -0.6337
O -1.445 2.603 -2.876 -0.032 0.156 -0.150 0.0348
O -1.066 1.021 -1.378 0.006 0.084 0.359 -0.1720
H 5.747 3.497 -0.017 0.009 -0.003 0.003 0.0886
H 5.867 1.759 0.173 0.022 -0.005 -0.012 0.0705
H 6.437 2.817 1.478 0.004 0.014 0.016 0.0834
H 2.550 5.889 0.351 0.021 -0.030 -0.010 0.1311
H 1.265 5.740 2.192 0.009 0.067 0.078 0.0985
H 0.948 1.609 2.809 -0.068 -0.045 0.098 0.0673
H 3.172 1.053 3.345 -0.053 0.034 -0.023 0.1085
H 0.059 3.860 -1.062 0.006 0.023 -0.027 0.0990
H -1.629 3.990 -0.636 0.024 -0.008 0.007 0.1188
C -3.842 -2.601 0.822 -0.025 0.057 0.022 -0.0396
N -3.519 -2.708 -0.583 -0.296 -0.150 0.014 -0.0748
C -4.243 -3.710 -1.341 -0.002 0.049 0.041 -0.1672
C -4.567 -3.159 -2.712 0.056 -0.012 -0.016 -0.1583
C -3.250 -2.802 -3.366 0.040 0.027 0.057 -0.1684
N -2.402 -2.004 -2.493 -0.103 -0.074 -0.212 -0.0519
C -1.285 -1.376 -3.182 0.021 0.045 -0.007 -0.0247
C -2.485 -1.996 -1.137 -0.062 -0.082 -0.243 -0.4339
O -1.693 -1.380 -0.423 0.083 0.237 0.390 -0.0109
H -4.926 -2.518 0.930 -0.020 -0.036 0.015 0.0943
H -3.398 -1.708 1.247 -0.167 -0.119 -0.131 0.0437
H -3.498 -3.473 1.390 0.021 0.012 0.018 0.0999
H -5.143 -3.965 -0.780 -0.018 0.029 -0.043 0.1158
H -3.651 -4.630 -1.440 -0.014 -0.019 0.025 0.1292
H -5.194 -2.271 -2.605 0.000 -0.004 -0.009 0.1216
H -5.100 -3.891 -3.320 0.002 0.001 0.007 0.1127
H -3.406 -2.227 -4.282 -0.038 -0.009 0.018 0.1187
H -2.717 -3.719 -3.653 -0.016 0.012 -0.018 0.1285
H -1.678 -0.889 -4.077 0.035 0.043 -0.007 0.0954
H -0.544 -2.123 -3.476 0.017 -0.017 -0.016 0.0890
H -0.834 -0.618 -2.552 -0.057 -0.152 -0.125 0.0423
O 1.719 -2.832 -2.268 0.162 -0.251 -0.134 0.0395
C 1.395 -1.837 -1.700 -0.154 -0.022 0.059 -0.4971
N 1.069 -0.833 -1.163 -0.477 0.077 0.111 0.0082
```
Positions in Å, forces in eV/Å.

multiplicity: 6
E_HOMO (alpha / beta): -4.742 / -4.932 eV
lowest unoccupied orbital energy (alpha / beta): 0.6 / 1.9 eV
net charge: -1

***

# 3
Computed, not measured: C3H7N2P in the gas phase, with ωB97M-V with the def2-TZVPD basis set.

```
13
Properties=species:S:1:pos:R:3:forces:R:3:lowdin_charge:R:1
C 0.134 1.105 1.154 1.455 -1.535 1.677 -0.3089
C 0.084 -0.436 1.307 -0.390 0.190 -0.648 -0.1699
C -0.845 -0.730 0.118 -0.437 -0.724 0.943 -0.3781
N -0.045 1.665 0.084 -0.472 0.638 -1.324 0.1596
N -0.505 -0.153 -1.135 -1.520 2.174 2.464 -0.3644
P 0.549 -0.303 -2.316 0.898 -0.690 -0.885 0.7070
H 0.557 1.572 2.050 -0.246 0.672 -0.155 0.1090
H 1.079 -0.832 1.010 -0.269 0.199 1.072 0.1100
H -0.364 -0.758 2.341 1.144 0.386 -2.054 0.1427
H -0.796 -1.780 -0.131 -0.666 -0.776 0.527 0.1018
H -1.799 -0.375 0.625 0.230 -0.656 -1.880 0.1249
H 1.721 0.311 -1.868 0.533 0.085 0.112 -0.1252
H 0.230 0.714 -3.240 -0.261 0.038 0.152 -0.1085
```
Positions in Å, forces in eV/Å.

multiplicity: 1
E_HOMO (alpha / beta): -8.677 / -8.245 eV
lowest unoccupied orbital energy (alpha / beta): -0.4 / -0.2 eV
net charge: 0

***

# 4
Computed, not measured: a molecular structure, C5H14ClGaOPm, with ωB97M-V with the def2-TZVPD basis set.

```
23
Properties=species:S:1:pos:R:3:forces:R:3:lowdin_charge:R:1
Pm -1.433 0.873 -0.579 0.136 -1.571 -0.466 1.0899
Cl -1.933 3.122 0.414 -0.092 1.396 0.748 -0.3154
C -3.483 -0.282 -0.297 -0.535 0.079 0.029 -0.3748
C -1.253 1.289 -2.903 -0.070 0.389 -0.399 -0.3772
H -3.946 -0.459 -1.281 -0.085 -0.048 0.186 -0.0530
H -3.424 -1.236 0.246 -0.051 0.136 -0.089 -0.0519
H -4.124 0.418 0.272 -0.053 -0.291 -0.141 -0.0593
H -2.080 0.768 -3.416 0.221 0.160 -0.056 -0.0510
H -0.295 1.019 -3.373 -0.229 0.094 -0.033 -0.0535
H -1.413 2.384 -2.983 0.064 -0.328 -0.268 -0.0580
Ga 1.343 -0.655 0.555 0.143 -1.215 -0.937 0.3900
C 2.778 0.509 -0.066 0.365 0.487 0.232 -0.1988
C 0.010 -1.309 -0.579 -0.184 -0.100 0.020 -0.4058
H 3.099 0.169 -1.060 -0.067 0.108 0.258 0.0021
H 2.420 1.545 -0.150 0.304 -0.132 -0.009 -0.0065
H 3.622 0.464 0.637 -0.093 0.203 -0.298 -0.0068
H 0.179 -1.350 -1.671 0.015 0.307 0.473 -0.0594
H -0.708 -2.082 -0.266 0.279 0.321 0.062 -0.0602
C 2.168 -1.012 3.338 -0.375 -0.188 -0.446 -0.2329
O 1.403 -1.340 2.212 -0.007 -0.044 0.602 -0.3229
H 3.042 -1.676 3.411 -0.002 0.154 0.107 0.0687
H 1.516 -1.194 4.199 0.334 0.226 0.287 0.0684
H 2.514 0.035 3.336 -0.019 -0.143 0.135 0.0682
```
Positions in Å, forces in eV/Å.

multiplicity: 5
E_HOMO (alpha / beta): -4.142 / -4.145 eV
lowest unoccupied orbital energy (alpha / beta): 2.9 / 2.9 eV
net charge: -1